Record 1
Entry from the Open Molecules 2025 dataset: a structure of composition C19H23HfN5O2 in a non-equilibrium geometry (ωB97M-V/def2-TZVPD).

The spin multiplicity is 1. The value obtained for the energy above the lowest of the compared OMol25 structures with the same formula, charge and spin is 0.0 kcal/mol. The HOMO energy comes out at -19.91 eV. For the molecular weight, the calculation gives 531.916 g mol⁻¹. As for the total charge: +4.

```
50
Properties=species:S:1:pos:R:3:forces:R:3
N 0.835797 1.996368 -0.535459 -0.3 -0.6 -0.8
C 0.862666 3.146166 -0.426365 0.1 -0.6 0.6
C 0.918807 4.555970 -0.165354 0.0 0.5 -0.1
H -0.103671 4.967731 -0.227890 0.4 0.0 0.0
H 1.560799 5.030426 -0.928555 -0.2 0.0 0.3
H 1.336373 4.731346 0.843515 -0.2 -0.1 -0.4
N 2.727080 -1.753057 -1.054041 -0.6 0.4 -0.3
C 3.692661 -2.389489 -1.040290 -0.3 0.2 0.5
C 4.892948 -3.183945 -0.930399 0.3 -0.1 -0.1
H 5.647200 -2.777129 -1.627237 -0.2 -0.2 0.3
H 4.653901 -4.227781 -1.196707 0.2 0.3 0.1
H 5.279713 -3.145615 0.106620 -0.2 0.0 -0.4
N -1.474069 -1.573779 -0.542229 -0.8 -0.1 -0.7
C -2.527623 -2.064050 -0.430496 2.1 0.8 0.4
C -3.787220 -2.678968 -0.167586 -0.7 -0.3 -0.1
H -3.671041 -3.438350 0.626966 0.0 0.3 -0.3
H -4.144562 -3.157310 -1.097267 0.0 0.1 0.4
H -4.506083 -1.904159 0.154318 0.2 -0.3 -0.1
Hf 0.552649 -0.358217 -1.179422 1.4 -1.0 15.6
C 0.692291 -1.973306 0.808112 -1.0 -4.2 3.6
O 0.581492 -2.744476 1.670537 0.7 3.7 -3.9
C 2.077830 0.175770 0.825527 3.7 2.8 3.8
O 2.747534 0.607910 1.677191 -3.3 -2.3 -4.1
C 1.086592 0.960407 -2.926818 1.0 0.8 -2.5
C -0.305149 1.029675 -2.720213 -1.6 0.8 -2.4
C -1.062785 -0.142332 -2.720491 -1.4 1.1 -2.4
C -0.428092 -1.382513 -2.932344 -0.3 -1.2 -2.5
C 0.957264 -1.453769 -3.079096 -0.6 -1.3 -2.6
C 1.721205 -0.273717 -3.073717 0.9 1.1 -2.6
H 1.654373 1.878137 -3.072926 0.0 -0.2 0.3
H -0.817299 1.993679 -2.695436 0.2 -0.2 0.2
H -2.152067 -0.072412 -2.693611 0.3 -0.1 0.2
H -1.031951 -2.277140 -3.083104 0.1 0.1 0.3
H 1.412465 -2.412374 -3.318423 0.1 0.1 0.2
H 2.783237 -0.296630 -3.303138 -0.1 -0.1 0.2
C -0.870790 0.549404 5.076320 0.1 -0.1 0.7
C -1.110334 0.710859 3.629214 -0.7 0.5 -0.5
C -2.119866 1.370029 2.924399 0.4 -0.3 -0.8
C -1.832305 1.187236 1.545173 0.7 -0.5 1.5
N -0.701231 0.450211 1.418535 0.1 0.0 -0.6
N -0.305255 0.189655 2.697429 0.7 -0.5 -0.1
C -2.569437 1.670365 0.363753 -0.4 0.3 -0.4
H -0.766420 1.528353 5.562536 -0.1 -0.2 -0.1
H -1.715705 0.035673 5.553956 0.2 0.1 -0.1
H 0.036633 -0.028955 5.290379 -0.2 0.1 -0.1
H -2.946574 1.905457 3.356711 -0.1 0.1 0.0
H 0.528382 -0.355585 2.909870 -0.5 0.3 -0.1
H -3.586111 1.246456 0.324741 0.3 0.3 0.0
H -2.654153 2.769096 0.366489 -0.1 -0.4 0.0
H -2.050102 1.378677 -0.563677 -0.1 0.0 0.1
```
Positions in Å, forces in eV/Å.


Record 2
Entry from the Open Molecules 2025 dataset: a cluster of 3 separate species, C25H45N2O6S in total in a non-equilibrium geometry (ωB97M-V/def2-TZVPD).

The spin multiplicity is 1. The value obtained for the energy above the lowest of the compared OMol25 structures with the same formula, charge and spin is 0.0 kcal/mol. The HOMO energy comes out at -11.89 eV. For the molecular weight, the calculation gives 501.710 g mol⁻¹. As for the total charge: +1.

```
79
Properties=species:S:1:pos:R:3:forces:R:3
C 6.119716 1.429090 -0.953959 0.4 0.3 0.0
C 6.706601 2.639398 -1.696655 -0.1 -0.7 -0.3
C 5.670443 3.344533 -2.579990 0.4 0.6 0.7
C 4.669036 4.180336 -1.742474 0.1 -0.7 0.3
C 3.227922 3.675290 -1.842652 -0.6 0.3 0.0
C 2.366235 4.422582 -2.889409 0.2 -0.3 -0.1
C 1.426804 3.512023 -3.683623 -0.3 0.4 0.3
C 0.153742 3.054967 -2.923971 0.4 -0.6 -0.4
C 0.474518 1.946814 -1.942230 -0.3 0.1 -1.0
C 0.530477 2.094338 -0.578687 -0.2 1.7 0.6
C 0.228717 3.407747 0.128584 0.0 -1.7 0.4
C -0.883016 3.147829 1.178506 -0.5 0.1 -0.8
C -1.797456 4.360493 1.505632 0.4 -0.2 0.3
S -1.163050 5.995779 1.032438 -0.1 0.2 0.0
N 0.854063 1.054772 0.187124 0.2 -0.1 0.4
C 1.139659 -0.156489 -0.292192 0.1 0.1 1.2
C 1.066947 -0.369456 -1.623861 0.5 -1.4 -0.8
N 1.325267 -1.671531 -2.152783 -0.3 0.6 0.2
C 0.730365 0.679394 -2.453317 -0.1 0.1 -0.5
C 0.660281 0.361434 -3.932032 0.8 -0.3 -1.4
O 1.612179 0.411025 -4.674251 -1.1 0.1 1.2
O -0.552468 -0.024220 -4.393194 0.3 0.3 0.4
H 5.537807 1.749303 -0.087277 -0.2 -0.1 -0.1
H 6.928329 0.789523 -0.600465 -0.1 0.0 0.2
H 5.512844 0.831137 -1.636357 -0.1 0.0 0.1
H 7.178929 3.319095 -0.985467 0.0 0.1 -0.1
H 7.492890 2.264487 -2.356176 0.1 0.1 0.1
H 6.221915 4.014644 -3.239502 -0.2 -0.2 -0.3
H 5.155156 2.561810 -3.139204 0.0 0.2 -0.3
H 4.718924 5.243892 -1.977909 0.0 0.0 -0.1
H 4.997615 4.088237 -0.703535 -0.1 0.1 0.1
H 2.732483 3.771982 -0.873313 0.1 0.0 0.1
H 3.204813 2.605766 -2.078385 0.3 0.0 0.0
H 1.807036 5.219215 -2.391538 0.0 0.1 -0.1
H 3.039776 4.893668 -3.608152 0.0 0.1 0.0
H 1.089597 4.001683 -4.598238 0.0 0.1 0.1
H 1.987572 2.634961 -4.001489 0.0 0.0 -0.1
H -0.402816 3.880869 -2.490448 0.1 0.1 0.1
H -0.503629 2.607443 -3.674919 -0.1 0.1 0.0
H -0.061595 4.099253 -0.644858 0.1 0.5 0.3
H 1.142619 3.692079 0.649440 0.0 0.6 -0.3
H -0.451439 2.719267 2.084289 0.0 0.2 0.1
H -1.530149 2.364288 0.770307 -0.1 0.0 0.1
H -2.801419 4.211981 1.119935 0.0 0.1 -0.2
H -1.904519 4.400767 2.588115 -0.1 0.2 0.0
H -1.725897 6.138440 -0.183421 0.0 -0.2 0.2
H 0.909737 1.198926 1.188258 0.0 0.0 0.0
H 1.404366 -0.917653 0.425599 0.0 -0.1 0.0
H 0.732449 -2.312013 -1.621578 0.3 -0.5 -0.1
H 2.298714 -1.892500 -1.972401 0.0 -0.3 -0.2
H -1.213884 0.029450 -3.690612 0.0 -0.1 0.0
O -0.216234 -3.507259 -0.367089 0.0 0.2 0.0
C -1.409826 -3.445951 -0.175153 -0.2 0.0 -0.2
O -2.037697 -4.504393 0.316468 0.2 -0.1 0.3
C -3.408439 -4.481255 0.750596 -0.5 0.0 -0.1
C -4.356657 -4.725299 -0.404246 0.1 0.1 -0.2
C -2.208734 -2.223156 -0.565284 0.0 0.2 0.4
H -3.630656 -3.559810 1.289290 0.1 0.0 0.0
H -3.504587 -5.289806 1.471470 0.3 0.0 0.0
H -4.281642 -3.943009 -1.160508 -0.1 0.0 0.0
H -5.386069 -4.762694 -0.049122 0.0 0.0 0.0
H -4.118815 -5.668465 -0.896066 0.0 0.0 0.1
H -2.465289 -2.292339 -1.622178 0.0 0.0 0.0
H -1.586801 -1.342902 -0.404582 0.1 0.0 -0.1
H -3.112478 -2.080320 0.020755 -0.1 -0.1 -0.1
O -3.681558 -2.610331 4.798815 0.0 0.0 -0.2
C -3.655359 -3.777460 5.082049 0.0 0.0 0.4
O -4.353165 -4.645769 4.327269 0.0 0.0 -0.5
C -4.251779 -6.070950 4.442764 -0.1 -0.2 0.2
C -5.169572 -6.610585 5.518980 0.0 0.1 0.1
C -2.931867 -4.278849 6.308484 0.4 -0.2 -0.2
H -3.214715 -6.377472 4.588310 0.0 0.1 0.1
H -4.558486 -6.465657 3.474545 0.0 0.2 -0.1
H -4.903070 -6.225413 6.503216 0.1 -0.1 0.0
H -5.122536 -7.699105 5.550853 0.0 0.0 0.0
H -6.198395 -6.308341 5.323869 0.0 0.0 -0.1
H -3.584338 -4.169812 7.173414 0.0 0.0 0.0
H -2.045234 -3.666162 6.452768 -0.1 0.2 0.1
H -2.594956 -5.310138 6.233746 -0.2 0.0 0.1
```
Positions in Å, forces in eV/Å.


Record 3
Entry from the Open Molecules 2025 dataset: an isolated molecule of C4H5NO2 in a non-equilibrium geometry (ωB97M-V/def2-TZVPD).

The spin multiplicity is 1. The value obtained for the energy above the lowest of the compared OMol25 structures with the same formula, charge and spin is 30.0 kcal/mol. The HOMO energy comes out at -10.08 eV. For the molecular weight, the calculation gives 99.089 g mol⁻¹. The SMILES is O=C1CCN=CO1.

```
12
Properties=species:S:1:pos:R:3:forces:R:3
O 2.385826 0.288298 0.612011 -0.8 0.2 0.3
C 1.211116 0.309182 0.639430 -0.6 -1.8 0.2
C 0.131794 1.200401 0.152409 -0.6 -1.1 -0.7
C -0.494722 0.168898 -1.019487 0.6 1.4 0.8
N -1.180757 -0.970437 -0.467948 0.4 -0.2 0.1
C -0.601419 -1.514441 0.519511 -0.1 0.5 -0.2
O 0.493820 -1.026998 1.158968 0.9 0.8 -0.5
H -0.612575 1.286826 0.950745 0.0 0.0 -0.2
H 0.466896 2.218490 -0.144993 -0.1 -1.0 -0.2
H 0.363679 -0.204461 -1.609589 -0.3 0.3 0.0
H -1.168615 0.726910 -1.670929 0.2 0.1 0.1
H -0.995043 -2.482666 0.879871 0.5 0.7 0.3
```
Positions in Å, forces in eV/Å.